Below is a single C24H25N5O5S molecule, with properties calculated with ωB97M-V with the def2-TZVPD basis set.

Summary:
Energy relative to the best compared isomer or geometry (same formula, charge and spin): 2.5 kJ/mol
Highest occupied orbital energy: -8.362 eV
E_LUMO: -0.2 eV
Charge: 0
HOMO-LUMO gap: 8.125 eV
SMILES: O=C(CSC1=Nc2ccccc2C2=N[C@H](CC(=O)NCc3ccco3)C(=O)N12)NC[C@H]1CCCO1

Geometry as XYZ:
```
60
Properties=species:S:1:pos:R:3:forces:R:3:lowdin_charge:R:1
O 2.16842 3.01381 0.58023 -0.2 0.2 0.4 0.05
C 2.57565 2.44719 -0.41223 -0.2 0.1 -0.6 -0.56
N 3.71100 1.73186 -0.46678 0.4 -0.3 0.0 0.07
H 3.92629 1.17880 -1.28413 -0.1 0.1 0.0 0.13
C 4.54795 1.47120 0.67858 0.3 -0.4 0.2 -0.11
H 5.57164 1.78095 0.44693 -0.1 0.0 0.1 0.13
H 4.16720 2.05860 1.51559 0.1 0.0 -0.1 0.13
C 4.54700 -0.02395 1.03012 -0.1 0.5 0.4 -0.31
C 3.14983 -0.55513 1.41103 0.2 -0.1 -0.1 -0.11
H 3.19639 -1.10134 2.35252 0.0 0.0 0.0 0.12
C 2.79069 -1.49881 0.26050 0.2 -0.1 0.0 -0.16
H 2.26340 -0.96866 -0.53279 0.0 0.0 0.1 0.06
C 4.17199 -1.90996 -0.24067 -0.3 -0.3 0.0 -0.18
H 4.58480 -2.72071 0.37643 0.0 0.0 -0.1 0.12
O 4.97595 -0.75074 -0.11418 0.1 0.3 -0.1 -0.11
H 4.18666 -2.21135 -1.28818 0.0 -0.1 0.0 0.12
H 2.18744 -2.34761 0.57358 -0.1 0.0 0.0 0.10
H 2.44193 0.26286 1.52505 -0.1 0.0 0.1 0.10
H 5.26297 -0.18159 1.85093 -0.1 0.0 -0.1 0.15
C 1.83839 2.52565 -1.74627 -0.3 -0.2 0.1 -0.32
H 2.49457 2.90562 -2.52795 0.0 0.0 0.0 0.09
H 0.94533 3.14027 -1.64683 0.2 0.1 0.0 0.07
S 1.29457 0.86545 -2.27358 0.6 0.3 -0.3 1.08
C -0.36243 0.91465 -1.75139 -0.1 0.8 0.2 -0.54
N -0.91847 1.99674 -1.35396 0.7 -0.2 -0.3 0.12
C -2.22874 1.97953 -0.94380 -0.8 -0.4 0.1 -0.22
C -2.79936 3.17179 -0.49401 -0.1 -0.1 -0.1 -0.01
C -4.10447 3.18612 -0.05340 0.1 0.0 -0.1 -0.07
C -4.86953 2.02199 -0.04985 -0.1 -0.1 0.0 -0.07
C -4.32909 0.83659 -0.49847 0.1 0.0 0.0 -0.01
C -3.01199 0.80447 -0.95215 0.1 0.8 0.2 -0.08
C -2.38172 -0.39240 -1.43338 -0.1 -0.6 -0.2 -0.22
N -2.85667 -1.57373 -1.55814 -0.5 0.4 0.0 0.13
C -1.80853 -2.42674 -2.06909 0.1 -0.3 -0.1 -0.22
C -0.59203 -1.52456 -2.23707 0.3 -0.5 -0.3 -0.36
O 0.51286 -1.76182 -2.64289 -0.1 -0.2 0.0 0.08
N -1.04194 -0.27902 -1.82776 -0.3 0.4 0.2 0.11
C -1.51470 -3.62708 -1.15425 0.2 0.2 0.0 -0.03
C -1.18794 -3.16312 0.26117 -0.5 -0.3 -0.3 -0.49
O -0.08656 -3.27305 0.75613 0.5 0.0 0.2 0.07
N -2.25757 -2.65114 0.91058 -0.4 0.0 0.3 0.08
H -3.06756 -2.41430 0.35035 0.2 -0.1 0.0 0.12
C -2.11070 -1.98559 2.19116 0.1 0.1 0.1 -0.08
C -1.66201 -0.56521 2.04782 0.6 -0.3 -0.3 -0.25
C -0.50203 -0.04969 1.54940 -0.5 -0.3 0.2 -0.01
C -0.59477 1.35677 1.69438 -0.4 0.3 0.4 -0.05
C -1.80802 1.58767 2.26208 0.7 0.4 -0.2 -0.12
O -2.46785 0.43290 2.47420 -0.4 -0.3 0.2 0.05
H -2.30312 2.49207 2.55303 -0.2 0.1 0.1 0.12
H 0.14105 2.08663 1.42245 0.1 0.2 -0.1 0.09
H 0.31006 -0.61890 1.14677 0.2 -0.2 -0.1 0.09
H -3.06503 -2.01492 2.71944 0.1 0.0 0.0 0.13
H -1.35749 -2.54871 2.75116 -0.2 0.1 0.0 0.13
H -2.38811 -4.27923 -1.13208 0.0 0.0 -0.1 0.13
H -0.65625 -4.16808 -1.55281 -0.1 0.0 0.1 0.13
H -2.10798 -2.80789 -3.05327 0.2 0.0 0.0 0.17
H -4.90240 -0.07716 -0.51245 -0.1 -0.1 0.0 0.12
H -5.88819 2.04992 0.30536 -0.1 0.0 0.0 0.10
H -4.53927 4.11011 0.29787 0.0 0.1 0.0 0.11
H -2.19151 4.06199 -0.49100 0.1 0.1 0.0 0.12
```
Positions in Å, forces in eV/Å.